[1]
Density functional theory data (ωB97M-V/def2-TZVPD) for a molecular structure, C2H7IN3.

Results
Kohn-Sham gap = 8.10 eV
Calculated total energy = -14748.3649 eV

ORCA input file:
```
! RIJCOSX wB97M-V def2-TZVPD def2/J DEFGRID3
* xyz 1 1
C -0.184 -0.180 0.844
C -0.045 -1.440 0.157
N 0.272 0.904 0.380
N -0.652 -0.121 2.120
N 0.405 1.676 -0.595
I 0.896 0.610 -3.054
H 0.450 -1.147 -0.807
H -0.972 -1.803 -0.386
H 0.449 -2.220 0.608
H -1.170 -1.022 2.470
H -1.260 0.724 2.312
H 0.454 2.024 -3.312
H 1.358 1.995 -0.737
*
```

[2]
Density functional theory data (ωB97M-V/def2-TZVPD) for 2 unconnected molecules or ions with the total composition C2H7N.

Results
SMILES = C=N.C
Kohn-Sham gap = 10.40 eV
Calculated total energy = -3674.3896 eV

ORCA input file:
```
! RIJCOSX wB97M-V def2-TZVPD def2/J DEFGRID3
* xyz 0 1
C 2.154 -0.561 -0.369
N 0.924 -0.029 -0.007
H 2.315 -1.647 -0.170
H 3.085 0.021 -0.641
H 0.713 -0.975 -0.524
C -1.861 0.641 0.350
H -1.577 1.674 0.480
H -2.879 0.585 -0.029
H -1.725 0.066 1.272
H -1.148 0.224 -0.361
*
```

[3]
Density functional theory data (ωB97M-V/def2-TZVPD) for 2 unconnected molecules or ions with the total composition C2H7N2O.

Results
Kohn-Sham gap = 6.34 eV
Calculated total energy = -7214.0149 eV

ORCA input file:
```
! RIJCOSX wB97M-V def2-TZVPD def2/J DEFGRID3
* xyz -1 1
C 2.089 0.185 -0.091
O 1.378 1.210 0.568
H 2.949 -0.072 0.505
H 2.301 0.506 -1.117
H 1.396 -0.663 -0.174
N -1.948 -0.737 0.886
C -1.243 0.086 -0.022
N -1.564 -0.093 -1.259
H -2.379 -0.235 1.649
H -2.579 -1.369 0.376
H 0.395 1.011 0.546
H -0.794 0.172 -1.866
*
```

[4]
Density functional theory data (ωB97M-V/def2-TZVPD) for a gas-phase ion, C2H7N2O (charge +1).

Results
SMILES = N[C@H]1[NH2+][C@@H]1O
Kohn-Sham gap = 10.63 eV
Calculated total energy = -7206.3452 eV

ORCA input file:
```
! RIJCOSX wB97M-V def2-TZVPD def2/J DEFGRID3
* xyz 1 1
N 1.742 0.471 -0.296
C 0.717 -0.362 0.037
N -0.257 0.085 1.048
C -0.831 -0.066 -0.394
O -1.621 -1.090 -0.701
H 1.685 1.530 -0.146
H 1.962 0.157 -1.276
H 0.976 -1.362 0.041
H -0.379 -0.575 1.804
H -0.387 0.985 1.441
H -1.047 0.990 -0.766
H -2.560 -0.764 -0.793
*
```

[5]
Density functional theory data (ωB97M-V/def2-TZVPD) for 2 unconnected molecules or ions with the total composition C2H7N2O.

Results
Kohn-Sham gap = 6.74 eV
Calculated total energy = -7204.3258 eV

ORCA input file:
```
! RIJCOSX wB97M-V def2-TZVPD def2/J DEFGRID3
* xyz 1 1
C -1.908 2.033 -0.611
N -1.249 1.061 -0.044
H -2.326 2.884 -0.076
H -1.480 2.277 -1.670
H -0.296 1.220 0.102
H -1.435 0.128 0.200
C 1.397 -1.215 0.837
N 1.541 -2.041 -0.140
O 0.634 -0.225 0.660
H 1.654 -1.460 1.880
H 1.501 -1.719 -1.192
H 1.967 -2.943 0.053
*
```

[6]
Density functional theory data (ωB97M-V/def2-TZVPD) for a gas-phase ion, C2H7N2O (charge +1).

Results
Kohn-Sham gap = 9.03 eV
Calculated total energy = -7202.5447 eV

ORCA input file:
```
! RIJCOSX wB97M-V def2-TZVPD def2/J DEFGRID3
* xyz 1 1
C -0.904 1.045 -1.350
C -0.214 -0.124 0.426
N 0.654 0.867 -0.044
N 0.482 -1.408 0.856
O 0.368 1.173 -1.334
H -1.466 0.976 -2.393
H -1.499 1.444 -0.584
H -0.799 0.199 1.274
H 1.515 1.110 0.295
H 1.397 -1.520 0.482
H 0.026 -2.229 0.518
H 0.440 -1.534 1.852
*
```

[7]
Density functional theory data (ωB97M-V/def2-TZVPD) for a gas-phase ion, C2H7N2O (charge +1).

Results
SMILES = C/C(N)=[NH+]/O
Kohn-Sham gap = 11.31 eV
Calculated total energy = -7206.0474 eV

ORCA input file:
```
! RIJCOSX wB97M-V def2-TZVPD def2/J DEFGRID3
* xyz 1 1
C -1.531 -0.366 -0.097
C 0.151 -0.103 0.042
N 0.432 1.194 0.160
N 1.364 -0.813 -0.113
O 2.438 0.016 -0.230
H -2.014 0.552 0.268
H -1.912 -1.166 0.463
H -1.767 -0.541 -1.143
H -0.090 1.875 0.651
H 1.378 1.567 -0.056
H 1.290 -1.751 -0.471
H 3.132 -0.318 0.362
*
```

[8]
Density functional theory data (ωB97M-V/def2-TZVPD) for 2 unconnected molecules or ions with the total composition C2H7N2OP.

Results
SMILES = NP(N)O.C#C
Kohn-Sham gap = 9.94 eV
Calculated total energy = -16502.5322 eV

ORCA input file:
```
! RIJCOSX wB97M-V def2-TZVPD def2/J DEFGRID3
* xyz 0 1
N 1.779 -1.722 1.411
P 1.434 -0.497 0.234
N 1.047 -1.589 -0.947
O -0.040 -0.108 0.796
H 1.661 -2.635 1.021
H 2.546 -1.569 1.984
H 0.111 -2.092 -0.562
H 0.848 -1.265 -1.894
H 0.073 -0.116 1.743
C -2.201 3.393 -1.229
C -2.630 2.424 -0.644
H -1.972 4.236 -1.851
H -2.655 1.541 -0.061
*
```

Q: What is the Kohn-Sham gap in the sixth record?
A: 9.03 eV

What did the eighth record say?
Density functional theory data (ωB97M-V/def2-TZVPD) for 2 unconnected molecules or ions with the total composition C2H7N2OP.

Results
SMILES = NP(N)O.C#C
Kohn-Sham gap = 9.94 eV
Calculated total energy = -16502.5322 eV

ORCA input file:
```
! RIJCOSX wB97M-V def2-TZVPD def2/J DEFGRID3
* xyz 0 1
N 1.779 -1.722 1.411
P 1.434 -0.497 0.234
N 1.047 -1.589 -0.947
O -0.040 -0.108 0.796
H 1.661 -2.635 1.021
H 2.546 -1.569 1.984
H 0.111 -2.092 -0.562
H 0.848 -1.265 -1.894
H 0.073 -0.116 1.743
C -2.201 3.393 -1.229
C -2.630 2.424 -0.644
H -1.972 4.236 -1.851
H -2.655 1.541 -0.061
*
```

Q: Which formula does entry 8 have?
A: C2H7N2OP

Q: Among the records above, which one has the highest calculated total energy?
A: C2H7N